Entry 1:
Formula: C27H50NO5S
Source: the OMol25 dataset
Level of theory: the ωB97M-V functional and the def2-TZVPD basis

XYZ file:
```
84
Properties=species:S:1:pos:R:3:mulliken_charge:R:1
C 3.695 0.044 4.858 -1.232
C 2.634 -0.688 3.998 0.170
C 1.546 -1.374 4.840 -0.873
C 0.411 -2.000 4.011 -0.460
C 0.910 -3.008 2.939 -1.161
C 1.224 -2.333 1.575 -0.487
C 0.153 -2.649 0.476 -1.580
C -0.664 -1.364 0.200 -0.616
C -0.065 -0.453 -0.837 0.805
N 1.229 -0.603 -1.149 0.316
C 1.862 0.114 -2.081 -0.159
C 3.337 -0.193 -2.318 0.775
C 3.449 -1.710 -2.706 -1.461
C 3.986 0.712 -3.364 -0.850
C 4.249 2.114 -2.747 -1.249
C 1.183 1.064 -2.774 -0.436
C -0.147 1.279 -2.456 -1.317
C -0.782 0.521 -1.482 1.510
C -2.244 0.824 -1.198 -1.866
C -2.607 0.979 0.303 -0.100
C -3.751 1.983 0.572 -0.919
C -4.652 1.554 1.762 -0.869
C -3.891 0.975 2.955 0.462
C -4.912 0.418 4.003 -0.798
C -4.933 -1.113 3.905 -0.244
O -5.494 -1.684 5.077 -0.367
C -5.069 -3.017 5.244 -0.698
H 3.654 1.122 4.683 0.296
H 3.559 -0.154 5.923 0.347
H 4.687 -0.282 4.532 0.321
H 3.125 -1.461 3.393 0.125
H 2.151 0.018 3.310 0.169
H 1.976 -2.171 5.457 0.296
H 1.102 -0.603 5.481 0.412
H -0.265 -2.539 4.685 0.295
H -0.188 -1.230 3.503 0.143
H 0.175 -3.805 2.793 0.435
H 1.821 -3.474 3.332 0.429
H 2.219 -2.636 1.221 0.642
H 1.267 -1.254 1.758 0.282
H 0.629 -3.034 -0.431 0.499
H -0.541 -3.386 0.882 0.566
H -1.690 -1.577 -0.115 0.643
H -0.756 -0.819 1.145 0.010
H 1.795 -1.297 -0.666 -0.232
H 3.831 -0.087 -1.341 0.423
H 4.398 -1.837 -3.230 0.450
H 2.609 -1.958 -3.361 0.362
H 3.468 -2.345 -1.815 0.390
H 4.973 0.283 -3.574 0.417
H 3.461 0.722 -4.333 0.202
H 4.804 1.978 -1.815 0.411
H 3.317 2.628 -2.492 0.323
H 4.776 2.739 -3.470 0.355
H 1.629 1.657 -3.560 0.389
H -0.734 2.030 -2.975 0.461
H -2.825 -0.020 -1.601 0.354
H -2.546 1.702 -1.775 0.529
H -1.719 1.290 0.862 0.465
H -2.948 0.003 0.652 0.229
H -4.325 2.236 -0.325 0.428
H -3.275 2.921 0.892 0.289
H -5.125 2.477 2.118 0.435
H -5.441 0.897 1.376 0.329
H -3.278 1.719 3.475 0.319
H -3.238 0.133 2.708 -0.440
H -5.929 0.754 3.791 0.293
H -4.570 0.638 5.017 0.316
H -5.519 -1.466 3.039 0.281
H -3.912 -1.522 3.798 0.185
H -3.989 -3.033 5.465 0.248
H -5.224 -3.619 4.334 0.301
H -5.614 -3.504 6.053 0.282
C 1.269 3.147 -8.525 -0.400
C 0.553 2.362 -7.447 -0.326
O 1.607 1.834 -6.627 -0.274
S 2.837 2.873 -6.611 1.174
O 2.738 3.656 -5.430 -0.535
O 4.016 2.174 -6.959 -0.553
O 2.372 3.768 -7.850 -0.301
H 1.667 2.491 -9.300 0.302
H 0.632 3.901 -8.981 0.317
H -0.056 1.556 -7.849 0.316
H -0.068 3.013 -6.827 0.278
```

Values from the calculation:
total energy: -1887.6692 Eh
relative energy (zero: lowest compared OMol25 entry of this formula, charge and spin): 78.2 kJ/mol
E_HOMO: -0.420 hartree
multiplicity: 1
net charge: +1
gap between HOMO and LUMO: 0.2958 Ha



Entry 2:
Formula: C3H4CoN11O2
Source: the OMol25 dataset
Level of theory: the ωB97M-V functional and the def2-TZVPD basis

XYZ file:
```
21
Properties=species:S:1:pos:R:3:nbo_charge:R:1
Co 0.266 0.173 0.012 1.479
N -0.558 -1.732 -0.864 -0.699
N 0.545 -2.239 -1.564 -0.532
C 1.767 -1.548 -1.573 0.875
O 2.704 -2.003 -2.183 -0.629
O 1.735 -0.442 -0.883 -0.870
H -0.854 -2.378 -0.143 0.379
H -1.331 -1.550 -1.493 0.379
H 0.467 -3.104 -2.068 0.394
N -1.348 2.405 1.949 -0.378
C -0.766 1.351 2.567 0.394
N -0.741 1.178 3.892 -0.247
N -0.107 0.038 4.061 -0.053
N 0.247 -0.470 2.906 -0.029
N -0.159 0.327 1.927 -0.495
C -1.459 2.550 0.608 0.394
N -2.112 3.552 0.012 -0.248
N -1.992 3.302 -1.273 -0.053
N -1.300 2.208 -1.470 -0.029
N -0.946 1.690 -0.300 -0.496
H -1.769 3.120 2.535 0.461
```

Values from the calculation:
total energy: -2252.2217 Eh
E_HOMO (alpha / beta): -0.370 / -0.376 hartree
multiplicity: 5
net charge: 0
gap between HOMO and LUMO (alpha / beta): 0.3675 / 0.2088 Ha



Entry 3:
Formula: C3H31O13
Source: the OMol25 dataset
Level of theory: the ωB97M-V functional and the def2-TZVPD basis

XYZ file:
```
47
Properties=species:S:1:pos:R:3:nbo_charge:R:1
C 0.465 0.963 -1.387 -0.669
C -0.596 0.961 -0.317 0.082
C -1.797 0.187 -0.761 -0.627
O -0.145 0.387 0.890 -1.051
H 0.283 1.848 -1.889 0.213
H 0.439 0.175 -2.134 0.202
H 1.497 1.185 -1.124 0.227
H -0.869 1.958 -0.046 0.137
H -1.701 -0.869 -0.719 0.208
H -2.218 0.551 -1.649 0.209
H -2.615 0.340 -0.015 0.186
O -2.936 -3.397 -2.659 -0.973
H -2.311 -3.491 -1.945 0.489
H -2.279 -3.294 -3.351 0.454
O 0.641 -0.780 3.074 -0.993
H -0.174 -1.000 3.562 0.466
H 0.336 -0.329 2.270 0.502
O -1.447 -3.664 -0.398 -0.984
H -0.638 -3.250 -0.600 0.474
H -1.700 -2.985 0.241 0.487
O 3.389 3.550 -0.331 -0.982
H 3.943 2.772 -0.259 0.467
H 2.662 3.444 0.302 0.507
O 2.924 -0.017 1.187 -0.976
H 1.980 0.108 1.068 0.490
H 3.141 0.318 2.068 0.476
O 3.856 1.747 -2.743 -0.951
H 3.320 2.438 -2.448 0.482
H 4.383 1.408 -1.987 0.469
O -1.774 1.974 2.382 -0.974
H -1.328 2.802 2.429 0.466
H -1.269 1.495 1.738 0.507
O 0.883 -2.197 -1.045 -0.978
H 0.470 -1.374 -0.742 0.508
H 1.372 -2.587 -0.349 0.499
O 1.497 2.472 1.625 -0.994
H 0.993 1.809 1.130 0.504
H 0.897 2.763 2.336 0.466
O -1.893 -1.890 1.566 -0.953
H -2.835 -1.779 1.517 0.467
H -1.490 -1.080 1.307 0.506
O -3.709 0.522 3.363 -0.963
H -3.082 1.124 2.933 0.492
H -4.037 0.090 2.570 0.441
O 1.074 -2.118 -3.744 -0.967
H 1.326 -1.281 -4.105 0.459
H 1.069 -2.012 -2.805 0.491
```

Values from the calculation:
total energy: -1111.0801 Eh
relative energy (zero: lowest compared OMol25 entry of this formula, charge and spin): 48.5 kJ/mol
E_HOMO: -0.241 hartree
multiplicity: 1
net charge: -1
gap between HOMO and LUMO: 0.3373 Ha



Entry 4:
Formula: C6H10N2O2S
Source: the OMol25 dataset
Level of theory: the ωB97M-V functional and the def2-TZVPD basis

XYZ file:
```
21
Properties=species:S:1:pos:R:3:nbo_charge:R:1
C 0.074 -1.098 -2.007 0.058
C -0.738 -1.062 -0.954 -0.205
C 1.221 1.587 -0.519 0.733
C 1.242 -0.006 -0.086 -0.002
C -2.036 -0.189 1.782 -0.611
C -0.917 0.409 0.987 -0.215
N 1.358 -0.674 -1.784 -0.604
N -0.100 -0.594 0.285 -0.411
O 2.206 2.194 -0.150 -0.672
O 0.275 1.985 -1.249 -0.726
S 2.674 -0.370 0.833 -0.043
H -0.106 -1.397 -2.969 0.219
H -1.758 -1.296 -1.038 0.229
H -2.233 0.494 2.490 0.230
H -2.911 -0.475 1.171 0.221
H -1.723 -1.167 2.350 0.203
H -0.182 0.961 1.547 0.225
H -1.282 1.125 0.335 0.265
H 1.693 0.047 -2.385 0.394
H 0.177 -1.478 0.697 0.444
H 3.065 1.003 0.662 0.269
```

Values from the calculation:
total energy: -892.6813 Eh
relative energy (zero: lowest compared OMol25 entry of this formula, charge and spin): 454.6 kJ/mol
E_HOMO: -0.322 hartree
SMILES string: CC[N@H+]1C=CN[C@@]1(S)C(=O)[O-]
multiplicity: 1
net charge: 0
gap between HOMO and LUMO: 0.3333 Ha